# 1
Below is a 2-piece molecular cluster, C5H10NP overall at a distorted geometry, with properties calculated with ωB97M-V/def2-TZVPD.

Atoms and positions in Å:
1 C 1.59 -0.96 -0.54
2 C -1.03 -1.59 0.57
3 C -0.60 0.76 -1.41
4 C -0.31 -0.27 1.02
5 C 0.16 0.61 -0.13
6 N 2.36 -1.81 -0.59
7 P 1.55 1.67 0.59
8 H -0.45 -2.02 -0.11
9 H -2.09 -1.30 0.15
10 H -1.15 -2.14 1.52
11 H -1.13 1.62 -1.26
12 H 0.10 0.70 -2.18
13 H -1.21 -0.18 -1.55
14 H 0.56 -0.52 1.65
15 H -0.97 0.40 1.69
16 H 0.78 2.73 1.16
17 H 1.85 2.30 -0.58

Summary:
Energy above the lowest of the compared OMol25 structures with the same formula, charge and spin   284.47 kJ/mol
Highest occupied orbital energy   -10.018 eV
Max |F|   6.7 eV/Å
DFT total energy   -16121.961 eV
Lowest unoccupied orbital energy   -0.19 eV
Orbital gap   9.824 eV

=====

# 2
Below is an isolated ion of composition C5H10NS and charge +1 at a distorted geometry, with properties calculated with ωB97M-V/def2-TZVPD.

Atoms and positions in Å:
1 C 1.37 -1.36 1.29
2 C 0.73 -0.31 0.93
3 S 0.13 1.11 1.69
4 C -1.33 1.17 0.61
5 C -1.33 -0.07 -0.21
6 N 0.15 -0.43 -0.38
7 C 0.84 0.42 -1.37
8 H 1.68 -1.43 2.32
9 H 1.76 -2.08 0.48
10 H -1.30 2.05 -0.01
11 H -2.30 1.36 1.10
12 H -1.65 -0.87 0.37
13 H -1.82 -0.13 -1.21
14 H 0.12 -1.44 -0.71
15 H 1.21 1.36 -0.97
16 H 1.66 -0.13 -1.80
17 H 0.07 0.78 -2.13

Summary:
Energy above the lowest of the compared OMol25 structures with the same formula, charge and spin   191.98 kJ/mol
Highest occupied orbital energy   -13.353 eV
SMILES   C=C1SCC[N@H+]1C
Max |F|   3.9 eV/Å
DFT total energy   -17664.333 eV
Lowest unoccupied orbital energy   -3.31 eV
Orbital gap   10.041 eV
Charge   +1